C4H8O2 | ωB97M-V with the def2-TZVPD basis set

Output
* maximum force: 0.7 eV Å⁻¹
* energy above the lowest of the compared OMol25 structures with the same formula, charge and spin: 153.7 kcal/mol
* E: -307.4675 a.u.
* frontier orbital gap: 7.8761 eV
* HOMO: -7.05 eV
* multiplicity: 1

Geometry as XYZ:
```
14
C4H8O2 | the Open Molecules 2025 dataset | ωB97M-V with the def2-TZVPD basis set
C 0.06499 0.71868 0.94805
C 1.25884 -0.24718 0.94423
O 1.31775 -0.66860 -0.40070
C 0.08986 -1.01337 -0.92227
C -1.50030 0.40759 -1.13770
O -0.84391 -0.04692 0.19540
H -0.33066 0.90878 1.95224
H 0.30279 1.66149 0.44118
H 2.21479 0.21574 1.19347
H 1.06139 -1.09220 1.61850
H -0.36685 -1.94493 -0.58405
H 0.19148 -0.93453 -1.99915
H -2.52062 0.71216 -0.84723
H -0.93955 1.32329 -1.40198
```

C2H11NO3 | ωB97M-V with the def2-TZVPD basis set

Output
* maximum force: 2.4 eV Å⁻¹
* energy above the lowest of the compared OMol25 structures with the same formula, charge and spin: 47.0 kcal/mol
* E: -362.8856 a.u.
* frontier orbital gap (spin up / spin down): 9.8436 / 4.5907 eV
* HOMO (spin up / spin down): -13.90 / -13.90 eV
* multiplicity: 2
* total charge: +1

Geometry as XYZ:
```
17
C2H11NO3 | the Open Molecules 2025 dataset | ωB97M-V with the def2-TZVPD basis set
C 0.68546 1.44562 1.66433
O 1.18500 2.74458 1.54732
C 1.53818 0.34133 0.94709
N 0.90426 -0.92315 0.85946
H -0.31383 1.40360 1.20415
H 0.59878 1.24836 2.73139
H 1.73489 2.85038 0.74691
H 2.28833 0.09215 1.71741
H 2.02621 0.68445 0.02387
H -0.10060 -1.09848 1.05132
H 1.39707 -1.70054 1.31703
H -1.02703 0.26831 -3.97927
H -1.02113 0.52181 -5.46463
O -1.40348 0.84352 -4.64429
H -1.48078 -3.91004 0.32025
H -2.88482 -4.08042 -0.23620
O -2.39551 -3.65364 0.46805
```

C35H43ClCrP2Si2 | ωB97M-V with the def2-TZVPD basis set

Output
* maximum force: 2.7 eV Å⁻¹
* energy above the lowest of the compared OMol25 structures with the same formula, charge and spin: 6.8 kcal/mol
* E: -4125.7075 a.u.
* frontier orbital gap (spin up / spin down): 7.1581 / 6.6633 eV
* HOMO (spin up / spin down): -9.89 / -9.89 eV
* multiplicity: 4
* total charge: +1

Geometry as XYZ:
```
84
C35H43ClCrP2Si2 | the Open Molecules 2025 dataset | ωB97M-V with the def2-TZVPD basis set
C -1.57339 -0.60636 1.17737
C -2.11001 0.02865 0.00458
C -1.70582 -0.74327 -1.13362
H -2.78053 0.88596 -0.00902
C -0.91612 -1.84709 -0.67121
C -0.83732 -1.76780 0.75796
H -0.37416 -2.50449 1.41271
H -1.75648 -0.31180 2.21122
H -2.04037 -0.59052 -2.15557
H -0.50751 -2.64326 -1.28359
Cr 0.06137 0.01892 -0.08225
Si -0.21662 0.06004 -6.89061
C 0.12784 1.63646 -7.82952
C 1.36322 1.81497 -8.47359
H 2.07764 0.99001 -8.52716
C 1.69248 3.06069 -9.01738
H 2.66514 3.20171 -9.48949
C 0.78535 4.12150 -8.95489
H 1.04124 5.09218 -9.38780
C -0.45797 3.92921 -8.34345
H -1.17246 4.75387 -8.29391
C -0.79137 2.69551 -7.78576
H -1.75501 2.55151 -7.29044
C 0.40545 -1.35790 -7.94941
C -0.21325 -1.59191 -9.19043
H -1.06778 -0.98191 -9.49611
C 0.26258 -2.60523 -10.03027
H -0.22157 -2.77697 -10.99261
C 1.34447 -3.40230 -9.64333
H 1.70771 -4.19574 -10.29957
C 1.95768 -3.17302 -8.40894
H 2.79940 -3.79026 -8.09709
C 1.49228 -2.16103 -7.56229
H 1.98164 -1.99809 -6.59705
H -1.67641 -0.06084 -6.67068
Si 1.24046 0.26314 -4.94461
C 0.54298 -1.35128 -4.24254
C -0.80622 -1.73678 -4.36909
H -1.56610 -1.05345 -4.75829
C -1.20686 -3.04344 -4.07389
H -2.25357 -3.31799 -4.21135
C -0.27385 -3.98030 -3.63559
H -0.58225 -5.01087 -3.45414
C 1.05272 -3.58788 -3.42425
H 1.78733 -4.30902 -3.06161
C 1.45142 -2.27590 -3.69641
H 2.48250 -1.96825 -3.50515
C 0.24904 1.74458 -4.32765
C -1.03325 1.64535 -3.77232
H -1.44682 0.66695 -3.52901
C -1.80921 2.78361 -3.55211
H -2.81010 2.67612 -3.12986
C -1.30904 4.04672 -3.88406
H -1.92489 4.93568 -3.71911
C -0.02140 4.15867 -4.41680
H 0.36252 5.14005 -4.70505
C 0.76947 3.02429 -4.59647
H 1.78527 3.11817 -4.98814
H 2.65799 0.43292 -4.58918
Cl 1.66323 0.50145 -1.70324
C -0.06366 3.39015 -0.43124
P 0.52662 2.18263 0.77048
C -0.23315 2.58986 2.36205
C 2.32910 2.46924 0.98286
C 3.11304 1.18312 1.29095
P 2.04268 -0.31141 1.30660
C 3.03592 -1.66348 0.62673
C 1.78798 -0.68170 3.06677
H 0.49572 3.29413 -1.36886
H 0.04461 4.40142 -0.01786
H -1.12047 3.19570 -0.64798
H -1.20101 2.07950 2.44895
H 0.40682 2.27782 3.19780
H -0.38664 3.67836 2.40080
H 2.68874 2.93166 0.05548
H 2.44122 3.20875 1.78676
H 3.89255 1.01045 0.53527
H 3.60006 1.23772 2.27446
H 3.68311 -2.07836 1.41288
H 2.36573 -2.44810 0.25070
H 3.64085 -1.29274 -0.21080
H 2.74936 -0.58098 3.59194
H 1.04898 -0.00126 3.50821
H 1.42230 -1.71222 3.16188
```